1.
A molecular structure, C6H12Cl3GeO2PtS3. Source: the OMol25 dataset; level of theory: ωB97M-V with the def2-TZVPD basis set.

```
28
Properties=species:S:1:pos:R:3:forces:R:3
Pt -1.207992 -0.448154 -0.608049 0.052 0.012 0.106
C -0.567535 2.247215 1.113512 0.001 -0.004 0.019
C -0.038138 1.191311 2.069675 -0.005 0.006 0.007
S -0.786810 -0.456531 1.812124 -0.037 -0.008 -0.105
C 0.659951 -1.553962 1.783576 0.006 -0.005 0.007
C 1.680282 -1.250826 0.700565 -0.010 -0.010 0.012
S 0.953544 -1.165261 -0.978353 -0.045 0.000 -0.033
C 1.700218 0.353649 -1.653155 -0.001 0.008 0.002
C 1.368418 1.628504 -0.897084 -0.001 -0.010 0.012
S -0.428894 1.855310 -0.656848 -0.010 -0.006 -0.014
H -0.057854 3.195827 1.287924 0.006 0.000 -0.004
H -1.634433 2.424413 1.260511 0.001 0.002 -0.003
H -0.287573 1.476361 3.092842 0.000 0.002 -0.001
H 1.043843 1.090294 2.014718 0.002 0.004 -0.004
H 0.236371 -2.554133 1.678474 -0.001 0.003 0.002
H 1.130456 -1.502787 2.767133 0.004 0.001 -0.002
H 2.421150 -2.050128 0.667290 0.002 0.002 -0.004
H 2.210035 -0.319096 0.887572 -0.001 0.003 -0.005
H 1.339152 0.386287 -2.682569 -0.002 -0.002 0.000
H 2.778967 0.190776 -1.691663 0.001 0.000 -0.002
H 1.718581 2.483254 -1.475835 0.004 0.001 -0.001
H 1.858617 1.670441 0.073832 -0.002 0.004 -0.001
Cl -3.042754 -3.436796 1.060858 0.016 0.011 -0.031
Ge -2.612641 -2.373791 -0.691280 0.002 -0.083 0.039
Cl -3.619888 -0.301095 -0.599279 -0.002 0.042 -0.010
Cl -3.135290 -3.380502 -2.433089 0.006 0.022 0.022
O -1.723219 -0.200257 -3.643176 0.036 -0.001 0.015
O -1.956562 0.799679 -4.260227 -0.020 0.008 -0.022
```
Forces are in eV/Å.

Orbital gap (spin up / spin down) (eV): 7.782 / 7.063
Total charge: +2
2S+1: 4
E_tot (eV): -140331.2235

---

2.
A molecular structure, C6H12Cl3GeO2PtS3. Source: the OMol25 dataset; level of theory: ωB97M-V with the def2-TZVPD basis set.

```
28
Properties=species:S:1:pos:R:3:forces:R:3
Pt 1.232940 -0.130215 -0.702124 0.036 -0.017 0.144
C -0.562046 -2.357717 0.874657 0.001 0.004 0.023
C -0.439522 -1.300342 1.959150 -0.018 -0.021 0.021
S 1.014203 -0.213514 1.748236 0.049 0.006 -0.146
C 0.307899 1.444948 1.960502 -0.030 0.036 0.009
C -0.784989 1.816915 0.972892 0.011 -0.015 0.028
S -0.294744 1.585393 -0.775703 -0.028 0.035 -0.060
C -1.735435 0.720236 -1.479016 -0.010 -0.017 0.007
C -2.040090 -0.634595 -0.862504 0.005 0.016 0.023
S -0.584086 -1.739247 -0.834454 -0.001 -0.004 -0.044
H -1.467013 -2.947194 1.028792 -0.005 0.008 0.002
H 0.279510 -3.052506 0.894038 0.000 0.003 -0.012
H -0.308799 -1.792173 2.924361 0.002 0.007 0.000
H -1.328335 -0.676472 2.030065 -0.002 -0.004 -0.007
H 1.165821 2.115540 1.890367 0.009 -0.011 0.003
H -0.073232 1.511782 2.981190 0.001 0.001 -0.001
H -1.024532 2.875162 1.080189 -0.004 0.000 -0.001
H -1.700044 1.253426 1.144170 0.004 -0.001 -0.003
H -1.496785 0.638885 -2.540905 -0.001 0.000 -0.001
H -2.590146 1.393145 -1.387940 -0.003 -0.001 -0.002
H -2.802431 -1.131498 -1.462406 0.000 -0.005 -0.005
H -2.430184 -0.546938 0.149926 0.000 -0.001 -0.002
Cl 4.393415 1.397314 0.955143 -0.003 0.015 0.024
Ge 3.389789 0.882062 -0.806372 0.023 0.040 0.066
Cl 3.264946 -1.412650 -0.965411 -0.011 -0.064 -0.029
Cl 4.228178 1.721505 -2.510388 -0.007 -0.012 -0.030
O 1.396442 -0.268574 -3.783466 -0.047 -0.021 -0.017
O 0.989265 -1.152670 -4.482978 0.029 0.025 0.009
```
Forces are in eV/Å.

Orbital gap (spin up / spin down) (eV): 7.823 / 7.043
Total charge: +2
2S+1: 4
E_tot (eV): -140331.2197

---

3.
A molecular structure, C6H12Cl6N3O9V in a non-equilibrium geometry. Source: the OMol25 dataset; level of theory: ωB97M-V with the def2-TZVPD basis set.

```
37
Properties=species:S:1:pos:R:3:forces:R:3
V 3.084612 1.433187 -1.787715 -1.803 -2.778 -1.990
N 1.607949 0.828405 0.206525 1.259 0.800 -0.400
O 2.594408 0.137346 -0.244924 0.367 0.125 -0.451
O 0.870377 0.449545 1.034031 -0.749 -0.483 0.541
O 1.580035 2.001409 -0.295505 0.517 0.149 -0.822
N 4.599080 0.207068 -3.561939 -1.400 0.552 0.832
O 4.134090 -0.282529 -2.457371 0.106 0.684 0.795
O 5.276308 -0.391229 -4.300693 0.547 -0.369 -0.536
O 4.173436 1.399320 -3.753945 -0.091 0.663 1.027
N 0.511030 0.880972 -3.586478 -0.238 1.662 0.289
O -0.456804 0.209171 -3.377561 -0.161 -0.599 -0.123
O 0.608314 1.787402 -4.383555 0.347 -0.270 -0.137
O 1.542436 0.659947 -2.766219 1.272 -0.133 1.023
Cl -3.885383 -0.477084 1.963152 -0.214 0.136 -0.094
C -2.213455 -0.188512 2.489431 -0.018 -0.796 -0.102
C -2.114312 0.747907 3.645025 0.493 -0.110 0.637
Cl -2.481206 2.426649 3.214799 -0.088 0.134 0.018
H -1.623116 0.113232 1.630839 -0.039 0.207 -0.047
H -1.861696 -1.170429 2.807338 0.151 0.065 0.047
H -1.097279 0.715303 4.041492 0.072 0.172 -0.244
H -2.736989 0.430282 4.478857 -0.340 0.153 -0.191
Cl -3.760077 1.033403 -1.683657 0.084 0.141 -0.187
C -3.119356 2.167807 -0.461590 -0.758 -0.185 0.391
C -1.639441 2.374335 -0.587595 -0.051 -0.226 -0.320
Cl -1.266295 3.402700 -1.999366 0.166 0.071 -0.028
H -3.407016 1.703779 0.479378 0.393 0.045 0.154
H -3.691995 3.090480 -0.517672 0.152 0.097 -0.241
H -1.158492 1.417060 -0.776543 0.091 0.007 0.088
H -1.211515 2.847912 0.289625 -0.071 0.047 0.101
Cl -0.236586 -5.378237 0.643950 -0.117 -0.291 -0.009
C 0.372138 -4.129363 1.724987 0.078 0.688 0.324
C 1.296946 -3.184758 1.010045 0.749 0.083 -0.500
Cl 2.784123 -4.025757 0.423323 -0.200 0.072 0.098
H 0.876486 -4.553181 2.588784 -0.006 -0.360 -0.105
H -0.480748 -3.560662 2.096075 -0.078 -0.030 -0.068
H 1.681378 -2.389830 1.645462 -0.275 -0.049 0.221
H 0.848620 -2.733035 0.129222 -0.148 -0.077 0.009
```
Forces are in eV/Å.

Orbital gap (spin up / spin down) (eV): 6.900 / 7.734
2S+1: 3
E_tot (eV): -130126.3957

---

4.
2 unconnected molecules or ions with the total composition C6H12ClNO4 in a non-equilibrium geometry. Source: the OMol25 dataset; level of theory: ωB97M-V with the def2-TZVPD basis set.

```
24
Properties=species:S:1:pos:R:3:forces:R:3
C 2.766516 -1.020424 0.430681 -0.387 -0.223 0.083
C -1.765377 0.020023 1.091459 0.098 -0.065 0.084
C -2.004640 1.417773 -1.054323 0.117 0.002 -0.242
C 1.238650 -0.930104 0.443872 0.570 0.653 0.340
C -1.595925 0.173200 -0.377819 0.881 -0.516 0.059
C 0.780952 0.268001 -0.351004 -1.162 -0.468 -0.546
N 0.750342 1.506361 0.212526 -0.357 0.585 -0.117
O 0.713442 1.569224 1.452846 0.341 0.134 0.441
O 0.585818 2.498947 -0.512346 0.496 0.335 0.125
O 0.622895 -2.106956 -0.045041 -0.181 -0.436 -0.216
O -1.593192 -0.904179 -1.148792 -0.444 0.082 -0.029
Cl 1.069909 0.204121 -2.063730 0.139 -0.072 0.223
H 3.136607 -1.029897 -0.593136 0.058 -0.013 -0.064
H 3.087940 -1.926065 0.939030 0.059 -0.076 0.057
H 3.180346 -0.159965 0.948237 0.061 0.111 0.029
H -2.811454 0.185482 1.351810 -0.121 -0.019 -0.085
H -1.177351 0.761141 1.641901 -0.031 -0.013 -0.109
H -1.478380 -0.977453 1.419108 -0.002 -0.037 0.005
H -2.272615 1.205971 -2.086315 -0.049 -0.005 -0.003
H -1.176147 2.149367 -1.061911 -0.054 -0.200 0.076
H -2.825027 1.900678 -0.528938 -0.094 -0.057 0.086
H 0.895829 -0.811973 1.476487 0.023 0.036 -0.262
H 1.042938 -2.326237 -0.886311 0.013 -0.047 -0.041
H -1.172080 -1.667034 -0.698302 0.028 0.311 0.107
```
Forces are in eV/Å.

Orbital gap (eV): 8.472
E_tot (eV): -28614.9374

---

5.
A molecular structure, C6H12F10Li3N5O26S10 in a non-equilibrium geometry. Source: the OMol25 dataset; level of theory: ωB97M-V with the def2-TZVPD basis set.

```
72
Properties=species:S:1:pos:R:3:forces:R:3
Li -2.707511 0.114720 4.300023 0.563 -0.109 0.251
Li 6.342669 -1.860060 5.866893 -0.146 0.432 0.409
Li -2.925471 3.983070 0.672363 0.257 0.583 -0.304
N -7.369091 3.857670 -4.553887 4.211 -1.743 -1.405
S -6.257241 2.544870 -4.547537 6.760 2.763 2.695
O -6.342221 1.451850 -5.445647 -0.508 0.198 -0.222
O -5.624321 2.309370 -3.206937 -2.227 0.077 -2.839
F -5.077691 3.501000 -5.135997 -0.629 -0.563 -0.500
S -8.434531 2.934930 -4.055227 -9.502 -1.917 1.641
O -8.406191 2.613140 -2.652127 0.554 -0.676 -0.381
O -8.995931 1.934950 -4.984847 1.390 1.354 1.571
F -9.636101 4.002590 -4.024177 0.029 0.478 -0.385
N -3.238241 7.826720 0.556443 0.000 2.757 3.252
S -3.613361 8.702640 2.087413 -1.055 -3.592 1.773
O -3.460911 10.120790 2.111863 0.165 -0.629 -0.120
O -3.242271 7.871870 3.258273 -0.683 1.862 -2.473
F -5.180361 8.479010 2.002513 0.021 0.004 -0.230
S -1.839451 8.596110 0.439103 3.651 1.930 -3.615
O -0.909631 8.361850 1.540083 -1.286 0.260 -1.275
O -1.798471 9.927650 -0.219897 -0.612 -2.668 1.926
F -1.262741 7.722520 -0.807787 -0.275 -0.395 0.758
N -0.792041 -1.657090 7.705313 3.393 -2.414 -0.127
S 0.486899 -2.826330 7.802273 -1.409 -2.902 -1.322
O 0.311029 -3.825220 8.849713 -0.092 1.713 -1.534
O 1.838649 -2.461640 7.480293 -0.932 0.379 0.206
F 0.002439 -3.569860 6.418213 0.161 0.320 0.947
S -0.158301 -0.684310 8.763603 0.379 6.549 1.490
O 1.019109 0.136130 8.373803 -1.289 -3.212 1.105
O -0.472401 -1.035430 10.125363 1.247 -0.389 -0.683
F -1.169441 0.539090 8.560763 -1.609 -0.053 -0.437
N 8.058359 0.299910 8.746923 -0.996 -1.906 3.650
S 8.104909 1.835950 9.088503 0.552 4.507 -0.973
O 9.486109 2.360870 9.113313 -2.874 -0.893 0.251
O 7.058669 2.381160 9.972153 2.412 -1.269 -1.093
F 7.536859 2.343280 7.652693 0.525 -0.226 0.188
S 7.691009 -0.274530 10.355003 0.127 -0.272 1.127
O 6.270069 -0.337000 10.664263 2.198 -0.405 -0.947
O 8.593939 0.203200 11.409403 -1.386 -0.719 -2.150
F 8.192499 -1.812390 10.147323 -0.569 0.887 -0.369
N 0.333649 1.676590 1.952663 2.261 -2.208 -2.959
S 1.851039 2.027660 2.185963 1.295 4.874 6.238
O 2.451129 2.951020 1.305783 0.553 0.064 -2.020
O 2.700699 1.059850 2.798853 -0.300 -0.019 0.296
F 1.485469 3.106040 3.394913 0.161 -1.021 -0.073
S 0.907009 0.672260 0.616463 -2.996 -0.689 -2.035
O 1.776859 -0.412500 0.958953 0.295 0.892 -0.787
O 0.896459 1.331290 -0.680227 0.631 -0.751 1.988
F -0.444381 -0.066670 0.629143 -2.412 -1.245 -0.502
C -2.466711 -7.143320 -2.678377 -0.051 1.602 -1.223
O -1.598501 -7.648880 -1.716737 0.637 -1.971 0.764
C -0.299771 -7.367690 -1.664877 1.991 3.620 0.616
O 0.340329 -6.501410 -2.278767 -1.726 -2.257 0.143
O 0.198949 -7.926830 -0.554467 -2.180 -0.987 -0.161
C 1.512549 -7.747020 -0.095237 0.351 -0.143 -0.523
H -3.196051 -6.528590 -2.150857 0.127 0.231 -0.164
H -3.041391 -7.842610 -3.285697 0.404 -0.819 0.531
H -1.873581 -6.571110 -3.391747 -0.243 0.432 0.048
H 1.896529 -6.762870 -0.363727 0.104 -0.148 -0.034
H 2.064789 -8.570880 -0.547347 0.622 0.316 0.114
H 1.483979 -7.888990 0.985103 -0.040 0.123 -0.115
C 0.284279 -1.762140 -13.884197 -0.456 -1.540 -2.280
O 0.295489 -1.234130 -12.631087 0.363 1.040 1.773
C 1.266609 -1.536300 -11.762657 1.965 -1.085 0.396
O 2.363159 -2.085020 -12.013167 -3.503 1.514 0.841
O 0.787539 -1.095970 -10.567527 0.162 -1.343 -0.571
C 1.247539 -1.690930 -9.320497 0.468 1.724 0.022
H 1.082279 -1.476700 -14.569647 0.257 0.240 0.365
H -0.667471 -1.501710 -14.347247 0.057 0.391 0.112
H 0.244399 -2.850500 -13.839907 0.354 -0.193 0.047
H 1.997049 -2.466990 -9.475587 -0.098 0.239 0.033
H 0.448149 -1.964090 -8.631697 -0.562 -0.624 -0.918
H 1.592609 -0.793880 -8.806367 0.992 -0.361 0.181
```
Forces are in eV/Å.

Orbital gap (eV): 5.166
Total charge: -2
E_tot (eV): -203234.4721

---

6.
A molecular structure, C6H12K2NO13S2 in a non-equilibrium geometry. Source: the OMol25 dataset; level of theory: ωB97M-V with the def2-TZVPD basis set.

```
36
Properties=species:S:1:pos:R:3:forces:R:3
K 1.964786 -1.889707 2.001751 -0.232 0.052 -0.649
K -0.548074 -5.901997 1.046191 0.076 0.494 -0.664
O -0.475064 -2.103557 -1.749169 -0.258 0.898 -1.354
C -0.069594 -2.497427 -0.595829 1.676 -4.331 1.448
O -0.036014 -1.671047 0.326141 0.196 1.897 2.055
O 0.322296 -3.693007 -0.478139 -0.315 -0.790 0.724
H -0.434384 -1.194777 -1.442469 -0.589 1.406 -1.574
C -2.393124 0.045933 -1.598739 0.360 0.844 -0.705
N -3.487224 -0.901307 -2.013709 -0.526 -1.133 0.535
O -3.280714 -1.864037 -2.723459 1.289 0.336 -0.373
O -4.588664 -0.710627 -1.555999 -0.269 0.979 0.515
H -2.847904 1.035373 -1.550939 0.056 -0.231 -0.121
H -1.569934 0.020503 -2.312749 -0.523 0.014 -0.377
H -1.933714 -0.141947 -0.628309 -0.738 -0.559 0.128
C 4.521976 1.289893 -0.212329 1.190 0.905 -2.078
C 4.797336 1.708983 -1.679649 1.188 2.190 -0.340
O 3.933796 1.050233 -2.530469 -2.757 -3.253 -0.363
S 2.880066 0.098063 -1.682529 -0.887 0.802 -0.769
O 3.373316 -1.254457 -1.542589 -0.283 1.655 0.126
O 1.498626 0.301363 -2.114239 3.009 -0.083 0.995
O 3.158946 0.960423 -0.299719 -1.398 -1.407 0.121
H 4.666656 2.203583 0.364161 -0.199 -0.502 0.488
H 5.177706 0.458863 0.047501 -0.278 -0.056 0.445
H 5.790446 1.650843 -2.125119 0.310 -0.673 0.719
H 4.535716 2.746293 -1.888559 0.002 0.407 0.842
C -2.152214 -0.016327 3.045011 1.151 -0.678 -0.226
C -1.091054 1.013293 2.633731 -0.965 -1.056 0.005
O -1.795054 1.754253 1.686751 -0.865 1.752 -1.673
S -3.401054 1.702303 1.781071 -1.138 0.938 0.044
O -3.940044 1.009143 0.604271 1.272 1.206 3.003
O -3.928464 3.007803 2.157001 0.995 -2.664 -0.621
O -3.311904 0.766323 3.156531 -1.171 0.874 -0.831
H -1.837814 -0.440747 3.998491 -0.683 -0.097 0.111
H -2.349904 -0.780207 2.293011 0.424 -0.229 -0.018
H -0.250374 0.665683 2.033301 0.304 -0.344 0.747
H -0.899384 1.572013 3.549811 0.575 0.437 -0.317
```
Forces are in eV/Å.

Orbital gap (eV): 7.860
Total charge: +1
E_tot (eV): -88834.8674

---

Among the records above, which one has the highest E_tot?
C6H12ClNO4

---

Among the records above, which one has the highest E_tot?
C6H12ClNO4

---

Which value of E_tot does entry 2 give?
-140331.2197 eV